77
Properties=species:S:1:pos:R:3 method="wB97M-V/def2-TZVPD" spin_multiplicity=5 lumo_ev="-2.62 / -6.61" relative_energy_ev=0.035 charge=+1 energy_ha=-4644.75379 homo_lumo_gap_ev="6.1 / 4.6"
Pd -0.191 -0.983 0.494
C -1.720 -4.092 1.000
P -1.920 -2.293 1.137
C -2.099 -2.041 2.940
C -3.510 -1.750 0.466
C -4.411 -2.537 -0.252
C -5.739 -2.127 -0.410
C -6.170 -0.881 0.059
C -5.238 -0.008 0.605
C -3.924 -0.425 0.800
H -1.111 -4.344 0.186
H -2.666 -4.663 0.975
H -1.207 -4.397 1.960
H -2.690 -2.856 3.321
H -2.669 -1.125 3.202
H -1.093 -2.000 3.459
H -4.164 -3.552 -0.665
H -6.452 -2.769 -0.887
H -7.214 -0.591 -0.157
H -5.510 0.988 0.884
H -3.122 0.223 1.174
C 1.954 -1.726 -1.850
Si 0.105 -1.986 -1.702
C -1.029 -1.204 -2.953
C -0.045 -3.849 -2.174
C -1.254 -4.427 -2.542
C -1.293 -5.640 -3.204
C -0.140 -6.347 -3.508
C 1.060 -5.885 -2.956
C 1.119 -4.647 -2.289
H 2.249 -2.133 -2.784
H 2.460 -2.209 -1.014
H 2.237 -0.657 -1.764
H -0.781 -1.453 -3.987
H -1.045 -0.093 -2.810
H -2.058 -1.482 -2.639
H -2.181 -3.893 -2.403
H -2.277 -5.939 -3.596
H -0.169 -7.215 -4.156
H 1.970 -6.433 -2.985
H 2.071 -4.254 -1.896
C 4.206 6.875 -2.518
C 3.450 5.676 -2.041
C 2.070 5.710 -1.826
C 1.340 4.614 -1.439
C -0.168 4.588 -1.306
C 2.011 3.368 -1.285
Se 1.162 1.767 -0.759
C 3.421 3.331 -1.377
C 4.200 2.040 -1.296
C 4.135 4.497 -1.708
H 3.950 7.140 -3.545
H 5.282 6.652 -2.452
H 4.039 7.764 -1.862
H 1.534 6.660 -1.879
H -0.524 5.567 -0.985
H -0.430 3.845 -0.499
H -0.640 4.179 -2.197
H 3.779 1.434 -0.460
H 5.224 2.306 -1.003
H 4.160 1.495 -2.247
H 5.223 4.422 -1.830
O -1.272 1.247 2.087
C -0.217 0.852 2.614
N 0.495 -0.266 2.322
C 1.294 -0.619 3.419
O 1.851 -1.695 3.637
C 1.294 0.567 4.369
C 1.972 0.937 5.516
C 1.660 2.136 6.151
C 0.658 2.957 5.684
C -0.031 2.583 4.482
C 0.332 1.431 3.865
H 2.717 0.216 5.910
H 2.122 2.377 7.111
H 0.338 3.824 6.268
H -0.771 3.222 3.998


81
Properties=species:S:1:pos:R:3 method="wB97M-V/def2-TZVPD" lumo_ev=-0.62 relative_energy_ev=0.000 charge=0 energy_ha=-2951.54205 homo_lumo_gap_ev=7.4
Au 0.004 -0.915 -0.112
C -3.297 -3.071 -0.156
Si -3.556 -1.255 0.142
C -4.783 -0.589 -1.113
C -4.235 -0.950 1.860
N -2.029 -0.407 0.027
P -1.673 1.175 -0.148
C -0.008 1.087 0.102
P 1.669 1.199 0.193
N 2.027 -0.375 -0.040
Si 3.522 -1.250 -0.265
C 3.322 -3.026 0.252
C 4.864 -0.460 0.782
C 4.001 -1.134 -2.069
C 2.439 2.271 -1.040
C 3.733 2.772 -0.909
C 4.313 3.478 -1.952
C 3.603 3.691 -3.126
C 2.312 3.200 -3.261
C 1.731 2.489 -2.222
C 2.235 1.800 1.801
C 2.412 3.159 2.048
C 2.704 3.601 3.331
C 2.816 2.688 4.370
C 2.629 1.333 4.131
C 2.335 0.890 2.851
C -2.587 2.229 0.994
C -3.846 2.748 0.700
C -4.555 3.438 1.671
C -4.008 3.615 2.935
C -2.752 3.104 3.232
C -2.043 2.410 2.265
C -2.059 1.794 -1.806
C -2.098 0.898 -2.871
C -2.227 1.364 -4.170
C -2.313 2.728 -4.414
C -2.264 3.627 -3.358
C -2.135 3.162 -2.057
H -4.264 -3.564 -0.275
H -2.794 -3.557 0.681
H -2.711 -3.255 -1.058
H -5.727 -1.129 -0.999
H -4.443 -0.731 -2.139
H -4.997 0.473 -0.971
H -5.104 -1.583 2.056
H -4.537 0.091 1.995
H -3.476 -1.181 2.611
H 2.935 -3.115 1.270
H 4.295 -3.522 0.219
H 2.646 -3.564 -0.410
H 4.630 -0.505 1.847
H 5.048 0.584 0.519
H 5.799 -1.004 0.624
H 3.183 -1.491 -2.698
H 4.885 -1.737 -2.291
H 4.215 -0.100 -2.351
H 4.287 2.615 0.007
H 5.318 3.865 -1.847
H 4.059 4.243 -3.938
H 1.758 3.368 -4.175
H 0.724 2.098 -2.315
H 2.320 3.876 1.242
H 2.846 4.657 3.518
H 3.048 3.033 5.369
H 2.711 0.621 4.941
H 2.177 -0.164 2.658
H -4.272 2.614 -0.286
H -5.533 3.839 1.442
H -4.565 4.153 3.692
H -2.327 3.244 4.218
H -1.061 2.001 2.481
H -2.018 -0.165 -2.677
H -2.260 0.661 -4.993
H -2.417 3.091 -5.428
H -2.327 4.691 -3.546
H -2.088 3.869 -1.236
N -2.005 -6.308 1.550
C -1.098 -5.680 1.205
N -0.003 -5.008 0.876
C -0.032 -3.934 0.209
N 0.071 -2.968 -0.459


82
Properties=species:S:1:pos:R:3 method="wB97M-V/def2-TZVPD" spin_multiplicity=6 lumo_ev="0.07 / -1.65" charge=0 energy_ha=-5738.19542 homo_lumo_gap_ev="3.6 / 6.0"
Ru 7.908 11.511 11.995
C 9.996 7.573 16.548
C 11.020 8.753 16.484
S 11.627 9.497 14.943
C 11.066 11.203 15.193
C 9.559 11.292 15.304
S 8.591 10.415 13.935
C 7.175 9.872 14.765
C 7.449 8.622 15.736
S 8.705 7.396 15.303
H 9.502 7.594 17.537
H 10.530 6.630 16.529
H 11.918 8.348 16.980
H 10.605 9.492 17.204
H 11.455 11.852 14.336
H 11.549 11.573 16.071
H 9.214 12.310 15.348
H 9.258 10.866 16.248
H 6.341 9.580 14.112
H 6.802 10.719 15.428
H 6.589 7.987 15.577
H 7.433 9.029 16.705
C 4.720 15.096 12.775
Si 6.004 13.833 12.947
C 5.327 12.598 14.238
C 9.219 15.786 12.005
N 6.754 13.211 11.539
C 6.713 13.819 10.244
C 5.587 14.519 9.636
C 5.837 15.502 8.673
C 7.131 15.804 8.179
C 8.174 15.127 8.721
C 8.001 14.064 9.630
O 9.139 13.297 9.952
C 8.929 11.938 10.387
C 9.871 11.490 11.569
C 10.737 10.160 11.456
C 11.136 10.012 9.972
C 10.151 10.343 8.876
C 8.780 11.018 9.219
H 4.528 15.486 13.750
H 3.848 14.600 12.466
H 4.921 16.010 12.143
H 4.516 13.117 14.712
H 5.993 12.238 15.030
H 4.987 11.712 13.697
H 9.327 14.805 11.629
H 10.236 16.034 12.250
H 8.944 16.460 11.182
H 4.595 14.313 10.036
H 4.998 16.129 8.352
H 7.334 16.497 7.357
H 9.243 15.371 8.449
H 10.533 12.414 11.829
H 11.658 10.273 12.066
H 12.162 9.962 9.576
H 10.581 10.645 7.845
H 8.256 11.423 8.334
Br 11.433 6.878 9.966
C 10.542 8.549 10.090
C 10.098 8.650 11.566
C 8.616 8.553 11.714
C 8.015 9.568 11.081
C 8.201 9.664 9.639
C 9.484 8.924 9.052
H 10.847 8.094 12.104
H 8.222 8.033 12.591
H 7.358 9.406 8.946
H 9.299 8.258 8.145
O 8.386 16.925 14.101
B 8.301 15.863 13.183
O 7.402 14.837 13.774
C 7.253 15.269 15.286
C 6.300 14.915 16.173
C 5.984 15.868 17.175
C 6.545 17.173 17.196
C 7.486 17.534 16.218
C 7.817 16.549 15.300
H 5.846 13.955 16.168
H 5.290 15.539 17.913
H 6.228 17.853 17.987
H 8.003 18.477 16.164


77
Properties=species:S:1:pos:R:3 method="wB97M-V/def2-TZVPD" lumo_ev="4.15 / 4.16" relative_energy_ev=1.659 charge=-2 energy_ha=-2090.13214 homo_lumo_gap_ev="2.2 / 2.2"
Pb 0.313 -0.787 0.182
N 1.669 -0.751 2.213
N 3.037 -0.115 -0.419
C -1.402 0.883 -2.165
C -0.654 1.985 -1.664
C -1.268 2.415 -0.459
C -0.894 3.613 0.315
H 0.078 4.004 -0.014
H -0.814 3.389 1.390
H -1.640 4.417 0.192
C -2.327 1.512 -0.157
C -3.165 1.524 1.058
H -3.722 2.469 1.148
H -2.551 1.422 1.968
H -3.887 0.697 1.046
C -2.409 0.566 -1.213
C -3.392 -0.534 -1.329
H -3.529 -1.068 -0.377
H -3.082 -1.263 -2.089
H -4.379 -0.145 -1.628
C 0.551 2.591 -2.274
H 0.356 3.625 -2.601
H 0.886 2.021 -3.150
H 1.391 2.625 -1.560
C -1.250 0.214 -3.475
H -1.107 -0.874 -3.364
H -0.404 0.622 -4.041
H -2.154 0.356 -4.094
C 1.219 -1.053 3.445
H 0.463 -1.840 3.518
C 1.643 -0.355 4.566
H 1.237 -0.616 5.539
C 2.572 0.683 4.403
H 2.920 1.243 5.270
C 3.020 1.008 3.135
H 3.718 1.830 2.956
C 2.547 0.281 1.995
C 2.909 0.698 0.688
H 3.500 1.612 0.602
C 2.318 -1.289 -0.601
C 3.766 0.197 -1.586
H 4.387 1.073 -1.639
C 3.501 -0.762 -2.478
H 3.857 -0.881 -3.485
N 2.591 -1.650 -1.914
C 1.838 -2.658 -2.572
C 1.293 -2.431 -3.853
C 0.344 -3.342 -4.340
H -0.085 -3.182 -5.332
C -0.078 -4.438 -3.589
C -1.094 -5.399 -4.131
H -2.087 -5.229 -3.694
H -0.810 -6.434 -3.903
H -1.180 -5.292 -5.217
C 0.460 -4.623 -2.313
H 0.116 -5.458 -1.701
C 1.452 -3.778 -1.810
C 2.089 -4.108 -0.501
H 3.120 -4.472 -0.628
H 1.515 -4.912 -0.023
H 2.127 -3.256 0.198
C 1.628 -1.243 -4.698
H 2.613 -1.344 -5.178
H 1.613 -0.300 -4.135
H 0.888 -1.152 -5.505
S -0.333 1.895 3.360
C -1.349 2.667 4.461
N -1.162 2.383 5.807
C -2.019 2.798 6.786
C -3.101 3.589 6.445
C -3.282 3.975 5.107
C -2.396 3.546 4.129
H -0.362 1.795 6.042
H -1.780 2.457 7.792
H -3.788 3.910 7.223
H -4.119 4.611 4.834
H -2.491 3.833 3.083


95
Properties=species:S:1:pos:R:3 method="wB97M-V/def2-TZVPD" lumo_ev=-4.49 charge=0 energy_ha=-4427.51098 homo_lumo_gap_ev=1.2
C 6.014 -0.261 0.846
C 6.178 -1.166 -0.067
C 6.051 -2.547 -0.821
C 4.617 -2.718 -1.379
C 4.363 -2.555 -2.831
C 5.478 -2.216 -3.878
C 2.973 -2.703 -3.376
N 2.651 -2.585 -4.776
C 1.892 -2.977 -2.411
C 2.176 -3.120 -0.961
C 3.533 -3.014 -0.426
P 3.807 -3.243 1.397
O 5.234 -2.923 1.862
C 0.944 -3.376 -0.027
O 0.975 -4.189 0.869
C -0.300 -2.518 -0.407
C -0.608 -2.396 -1.866
C -1.780 -1.606 -2.267
B -2.170 -1.430 -3.833
O -1.280 -0.959 -4.815
O -3.469 -1.795 -4.283
C -3.965 -0.726 -5.141
C -2.602 -0.964 -1.198
C -3.853 -0.166 -1.658
C -2.297 -1.052 0.247
C -3.111 -0.399 1.404
C -3.266 1.171 1.278
C -1.924 1.991 1.447
C -0.975 1.910 0.159
C -0.773 3.348 -0.504
O -0.020 4.263 0.344
C 1.366 4.005 0.069
C -1.121 -1.859 0.636
C -0.653 -2.080 2.087
C -1.382 -2.912 3.061
C -0.781 -3.059 4.392
N 0.383 -2.504 4.849
C 1.036 -1.747 3.924
C 0.622 -1.460 2.546
C 0.378 -3.101 -2.838
O 0.067 -3.733 -3.816
H 5.952 0.508 1.702
H 6.301 -3.421 -0.162
H 6.828 -2.526 -1.634
H 6.232 -3.032 -4.020
H 5.003 -1.876 -4.839
H 6.039 -1.311 -3.487
H 2.008 -1.804 -4.938
H 2.131 -3.412 -5.103
H 3.558 -4.632 1.665
H 2.838 -2.540 2.195
H -0.739 -0.216 -4.498
H -5.089 -0.750 -5.082
H -3.665 -0.958 -6.215
H -3.531 0.277 -4.887
H -4.399 -0.623 -2.519
H -4.580 -0.182 -0.789
H -3.531 0.911 -1.823
H -2.673 -0.601 2.428
H -4.158 -0.831 1.452
H -3.950 1.496 2.120
H -3.760 1.522 0.334
H -1.391 1.735 2.408
H -2.211 3.082 1.554
H 0.025 1.509 0.474
H -1.495 1.293 -0.621
H -0.136 3.178 -1.418
H -1.741 3.791 -0.850
H 1.576 2.905 -0.081
H 1.986 4.383 0.931
H 1.699 4.512 -0.890
H -2.322 -3.399 2.716
H -1.335 -3.718 5.114
H 2.013 -1.293 4.253
H 1.226 -0.842 1.840
F -2.248 3.366 4.575
Al -0.874 3.268 5.663
F -0.157 4.858 5.834
F 0.317 2.164 5.004
F -1.406 2.701 7.227
Na 8.002 -2.199 1.614
O -3.061 2.013 -3.513
H -3.643 2.703 -3.190
Cl -1.821 6.456 2.778
C -3.182 7.165 3.671
C -4.331 6.193 3.814
Cl -5.133 5.865 2.254
H -3.487 8.078 3.158
H -2.805 7.440 4.657
H -5.090 6.611 4.477
H -3.999 5.241 4.231
Cs 7.864 1.394 0.563
F -0.047 -2.856 -6.055
Mg -1.898 -3.326 -7.200
F -2.112 -0.901 5.268


87
Properties=species:S:1:pos:R:3 method="wB97M-V/def2-TZVPD" lumo_ev=-2.46 relative_energy_ev=0.906 charge=+1 energy_ha=-7816.22729 homo_lumo_gap_ev=7.7
Bi 1.062 0.036 0.182
C 3.209 -2.237 2.916
N 3.740 -2.084 1.567
C 5.089 -2.214 1.261
C 5.207 -1.999 -0.057
N 3.918 -1.743 -0.516
C 2.998 -1.787 0.492
S 3.028 1.197 1.232
C 3.572 -1.463 -1.862
C 4.330 -1.955 -2.911
C 3.901 -1.690 -4.199
C 2.734 -0.968 -4.398
C 2.056 -0.515 -3.284
N 2.477 -0.740 -2.036
H 3.259 -3.278 3.228
H 2.174 -1.907 2.921
H 3.779 -1.620 3.607
H 5.835 -2.434 2.006
H 6.076 -1.978 -0.689
H 5.213 -2.550 -2.728
H 4.466 -2.063 -5.043
H 2.361 -0.758 -5.390
H 1.149 0.073 -3.380
Br 0.337 -3.823 0.502
C -0.200 -2.820 2.013
C -0.634 -3.503 3.134
C -1.092 -2.757 4.208
C -1.132 -1.377 4.111
C -0.660 -0.786 2.954
N -0.170 -1.498 1.929
C -0.744 0.721 2.771
O -1.417 1.347 3.566
O -0.110 1.206 1.755
H -0.623 -4.583 3.151
H -1.437 -3.258 5.104
H -1.527 -0.744 4.892
N -6.167 -2.991 -2.185
C -7.507 -3.242 -1.966
C -8.464 -3.951 -2.689
C -9.734 -3.992 -2.151
C -10.042 -3.351 -0.937
C -9.087 -2.651 -0.231
C -7.796 -2.596 -0.761
N -6.661 -1.968 -0.267
C -5.727 -2.225 -1.137
C -4.340 -1.750 -1.008
C -3.309 -2.200 -1.823
C -2.031 -1.710 -1.618
N -1.726 -0.822 -0.673
C -2.728 -0.383 0.099
C -4.033 -0.815 -0.026
H -5.633 -3.282 -2.983
H -8.230 -4.444 -3.624
H -10.512 -4.531 -2.675
H -11.053 -3.411 -0.555
H -9.318 -2.153 0.702
H -3.474 -2.935 -2.599
H -1.209 -2.062 -2.234
H -2.472 0.359 0.847
H -4.816 -0.442 0.620
C 3.768 2.493 -2.757
Si 3.653 3.641 -1.293
C 3.083 5.314 -1.875
C 5.266 3.634 -0.381
As 1.909 2.774 0.068
Si 1.528 4.365 1.809
C 3.134 5.283 1.975
C 1.173 3.500 3.399
C 0.104 5.379 1.202
H 4.450 2.908 -3.507
H 2.791 2.353 -3.228
H 4.153 1.514 -2.457
H 3.930 5.928 -2.196
H 2.541 5.867 -1.107
H 2.414 5.189 -2.730
H 6.090 3.535 -1.093
H 5.301 2.783 0.304
H 5.420 4.545 0.199
H 3.926 4.563 2.199
H 3.072 5.983 2.813
H 3.420 5.844 1.085
H 1.708 2.548 3.453
H 0.107 3.296 3.511
H 1.513 4.130 4.226
H 0.282 5.792 0.206
H -0.111 6.207 1.883
H -0.779 4.735 1.157


One value per record, in order, for F_max: 2.4 0.6 3.6 2.4 5.6 0.8 eV Å⁻¹.